{
  "formula": "C4H3BrClNO4S",
  "method": "the ωB97M-V functional and the def2-TZVPD basis",
  "species": ["O", "N", "O", "C", "C", "S", "O", "O", "C", "Br", "C", "Cl", "H", "H", "H"],
  "coordinates": [[-0.6551, 2.7605, -0.5882], [-0.0026, 1.8895, -1.0881], [0.2475, 1.7636, -2.2300], [0.5679, 0.9290, -0.1799], [0.2750, -0.4374, -0.7931], [1.7305, -1.5141, -0.5036], [1.7682, -2.1855, 0.7920], [1.9873, -2.0970, -1.7466], [2.7728, -0.0394, -0.2562], [4.6036, -0.2130, 0.1490], [2.0292, 1.0462, 0.0808], [2.6305, 2.5424, 0.4023], [0.0202, 1.0839, 0.9012], [-0.5893, -0.8626, -0.3443], [0.1544, -0.5358, -1.9018]],
  "lowdin_charge": [0.112, -0.439, 0.133, -0.295, -0.138, 0.652, -0.301, -0.275, -0.744, 0.800, -0.796, 0.833, 0.226, 0.102, 0.131],
  "total_energy_ev": -107271.74657,
  "smiles": "O=[N+]([O-])[C@H]1CS(=O)(=O)C(Br)=C1Cl",
  "homo_ev": -10.183,
  "relative_energy_kcal_mol": 0.0
}